The following is a DFT calculation (ωB97M-V/def2-TZVPD) of a 5-piece molecular cluster, C74H71Br2NO9P overall.

Structure (XYZ):
```
158
Properties=species:S:1:pos:R:3:forces:R:3
C -2.94687 -6.71410 -0.67179 0.024 0.122 0.102
C -1.43762 -6.76529 -0.37173 0.008 0.102 -0.066
C -0.56300 -7.10779 -1.58901 0.017 0.065 -0.031
C 0.71956 -7.86846 -1.23969 0.013 0.008 0.056
C 1.90446 -6.95215 -0.91978 -0.020 0.029 0.033
C 2.88839 -7.55730 0.07713 -0.076 -0.083 -0.015
C 4.18875 -6.75471 0.23777 -0.044 0.027 0.050
C 4.40973 -6.22674 1.65189 -0.032 -0.005 0.025
C 5.78966 -5.61764 1.85563 0.086 -0.110 0.014
C 5.99430 -5.05299 3.25973 -0.005 0.054 -0.073
C 7.15823 -4.07216 3.36305 0.125 -0.021 -0.038
C 7.09214 -3.20154 4.61216 0.036 0.017 -0.088
C 8.30745 -2.26355 4.75216 0.032 -0.076 0.103
C 7.88890 -0.86498 4.34274 -0.045 0.056 -0.137
N 8.94183 0.18318 3.95260 0.142 -0.307 -0.162
Br 10.14269 -0.56161 2.65606 -0.038 0.169 0.183
C 8.10665 1.28839 3.25723 -0.182 0.182 -0.015
C 8.56546 2.72771 3.01595 0.074 0.094 0.024
C 8.58878 3.62424 4.27159 -0.012 -0.029 -0.057
C 9.77049 2.94021 2.09082 -0.115 0.005 -0.030
P 9.79894 0.83001 5.52296 0.037 0.292 0.050
O 10.92545 1.74646 4.86511 -0.036 -0.197 -0.097
Br 11.01791 -0.89448 6.12841 -0.005 0.008 -0.074
H -3.16726 -7.03054 -1.69284 0.004 -0.031 0.027
H -3.34900 -5.70729 -0.55076 -0.021 -0.017 -0.062
H -3.51033 -7.35569 0.00591 -0.004 -0.017 -0.042
H -1.23888 -7.49079 0.42069 -0.057 -0.030 -0.040
H -1.13074 -5.79387 0.02362 0.077 -0.077 0.104
H -1.15013 -7.67917 -2.31169 -0.015 -0.080 0.089
H -0.28510 -6.17621 -2.09422 -0.073 -0.073 -0.140
H 0.52942 -8.51512 -0.37578 -0.048 -0.001 -0.042
H 0.98587 -8.53666 -2.06219 0.073 0.009 0.025
H 1.52492 -6.00312 -0.52227 0.077 0.003 0.012
H 2.43916 -6.71227 -1.84458 -0.062 0.063 0.002
H 2.38724 -7.64123 1.04762 0.006 -0.041 -0.025
H 3.11061 -8.58213 -0.23412 0.032 0.019 0.017
H 4.16232 -5.90043 -0.44729 0.129 -0.050 -0.031
H 5.04752 -7.36926 -0.04634 -0.005 0.048 -0.047
H 4.26629 -7.03935 2.37281 -0.015 0.028 -0.010
H 3.64786 -5.46953 1.87183 -0.027 -0.070 0.056
H 5.95760 -4.83206 1.10967 -0.037 -0.005 0.017
H 6.53954 -6.39441 1.67033 0.054 0.102 -0.093
H 6.17496 -5.87984 3.95263 -0.163 0.055 0.084
H 5.07259 -4.55545 3.58326 0.029 0.002 -0.005
H 8.10627 -4.62057 3.37175 -0.016 0.000 -0.076
H 7.18210 -3.43329 2.47051 -0.017 0.018 0.030
H 6.17192 -2.60825 4.56627 -0.037 -0.077 0.190
H 7.02621 -3.83382 5.49863 -0.068 0.012 -0.018
H 8.66181 -2.27425 5.77940 -0.002 0.046 -0.023
H 9.12119 -2.63154 4.12503 -0.008 0.025 0.022
H 7.23654 -0.91565 3.46914 0.029 -0.058 0.011
H 7.32601 -0.38127 5.14644 -0.013 -0.021 -0.029
H 7.19472 1.33020 3.85644 0.083 0.060 0.065
H 7.83915 0.83264 2.30357 0.047 -0.033 0.010
H 7.70236 3.07256 2.43557 -0.074 -0.158 0.034
H 7.98222 4.51439 4.10658 0.034 0.006 0.000
H 9.59426 3.95744 4.51561 0.069 -0.044 0.031
H 8.17459 3.12806 5.15324 -0.044 0.022 -0.035
H 10.69572 3.07504 2.64464 0.081 -0.128 0.052
H 9.61428 3.84537 1.50391 0.036 0.048 0.071
H 9.89464 2.12578 1.37751 -0.003 -0.007 -0.006
H 11.69593 1.28562 4.49042 -0.067 0.119 0.022
C 2.03618 9.19855 4.17608 -0.003 -0.005 0.006
C 2.55404 9.75024 3.00976 0.007 -0.002 -0.009
C 3.26173 8.95969 2.12018 -0.041 0.039 0.008
C 3.45600 7.61178 2.39525 0.034 -0.021 -0.008
C 2.94318 7.05918 3.57209 0.026 -0.027 0.006
C 2.23059 7.85701 4.45847 -0.021 0.042 0.007
C 3.15371 5.62419 3.90773 0.012 -0.010 -0.056
O 2.71790 5.13406 4.92598 0.016 0.011 0.036
C 3.92822 4.79299 2.93416 0.000 0.054 0.033
C 4.14216 3.45025 3.22224 0.046 -0.034 -0.007
C 4.83195 2.65944 2.32046 0.046 -0.061 0.020
C 5.30540 3.19678 1.12621 0.000 0.007 0.015
C 5.09929 4.53474 0.83956 0.056 -0.017 -0.011
C 4.41913 5.33734 1.74908 -0.049 0.027 -0.001
C 4.21472 6.78209 1.42158 -0.025 -0.132 0.006
O 4.65976 7.24427 0.39385 0.039 0.138 0.056
H 1.47944 9.81841 4.86608 0.001 0.004 0.000
H 2.40299 10.79965 2.79484 -0.007 0.001 0.000
H 3.66673 9.37066 1.20576 0.007 -0.018 -0.009
H 1.83580 7.41172 5.36121 0.011 -0.018 0.000
H 3.75492 3.04848 4.14896 -0.034 0.014 -0.004
H 4.98991 1.60959 2.54169 -0.056 -0.020 -0.038
H 5.82509 2.56924 0.41226 -0.032 -0.007 -0.021
H 5.43837 4.96815 -0.09104 -0.024 -0.009 0.005
C 5.43471 8.24467 -3.21405 -0.024 0.004 -0.011
C 5.43498 8.61159 -4.55554 -0.005 -0.003 -0.004
C 4.86276 7.78139 -5.50540 0.014 0.038 0.013
C 4.29690 6.57290 -5.11902 -0.015 -0.034 -0.025
C 4.31223 6.19824 -3.77440 -0.011 -0.081 0.032
C 4.87290 7.04120 -2.82332 -0.006 0.027 0.002
C 3.75223 4.89142 -3.32651 0.002 0.037 -0.096
O 3.78724 4.55562 -2.15901 0.032 -0.036 0.015
C 3.16091 4.00237 -4.36778 0.003 0.039 0.026
C 2.64650 2.76868 -3.98697 -0.036 -0.038 -0.015
C 2.08540 1.93043 -4.93485 0.005 0.002 0.010
C 2.03268 2.32103 -6.26838 0.002 0.004 -0.002
C 2.54578 3.54744 -6.65444 -0.024 -0.041 -0.011
C 3.11334 4.39120 -5.70785 0.033 0.021 0.004
C 3.67302 5.70131 -6.15619 0.000 0.005 0.048
O 3.62136 6.04093 -7.31726 0.010 -0.007 -0.018
H 5.86745 8.90086 -2.47016 0.003 0.001 -0.001
H 5.87644 9.55150 -4.85994 0.000 0.003 0.002
H 4.84401 8.05480 -6.55144 -0.014 -0.015 -0.007
H 4.84530 6.74924 -1.78369 0.045 0.021 -0.007
H 2.69019 2.48567 -2.94421 0.004 0.021 0.011
H 1.68428 0.97069 -4.63659 -0.007 -0.001 -0.003
H 1.58939 1.66627 -7.00690 0.000 -0.004 0.000
H 2.51512 3.86887 -7.68640 0.014 0.019 0.002
C -6.40881 -7.83451 -0.68557 -0.001 -0.008 0.007
C -6.51585 -7.10834 -1.86671 -0.002 0.013 -0.002
C -7.29343 -5.96423 -1.91032 0.041 -0.024 -0.018
C -7.97153 -5.54315 -0.77237 -0.013 0.030 0.016
C -7.87178 -6.27768 0.41009 -0.031 0.019 0.016
C -7.08521 -7.42223 0.44935 0.038 -0.030 -0.018
C -8.60326 -5.86360 1.64442 -0.005 0.028 -0.041
O -8.50045 -6.49344 2.67420 0.003 -0.009 0.016
C -9.46501 -4.64916 1.55973 0.028 -0.022 -0.013
C -10.19320 -4.26153 2.67764 -0.026 0.033 0.023
C -10.99312 -3.13289 2.62294 0.003 -0.006 0.005
C -11.06586 -2.38241 1.45444 0.005 0.002 -0.009
C -10.34294 -2.76348 0.33710 -0.029 0.022 0.023
C -9.54383 -3.90007 0.38439 0.013 -0.029 -0.022
C -8.78960 -4.29928 -0.83728 -0.047 0.033 0.080
O -8.84355 -3.62984 -1.84778 0.067 -0.065 -0.072
H -5.79377 -8.72426 -0.65184 -0.011 -0.011 -0.013
H -5.98905 -7.43615 -2.75332 0.002 -0.004 0.000
H -7.38619 -5.38366 -2.81786 -0.013 0.018 0.008
H -7.01581 -7.97450 1.37648 -0.022 0.006 0.009
H -10.12196 -4.85566 3.57827 0.017 -0.014 -0.007
H -11.56351 -2.83498 3.49280 -0.001 0.005 0.001
H -11.69032 -1.49964 1.41573 -0.005 0.000 0.001
H -10.38937 -2.19260 -0.58081 0.009 -0.010 -0.011
C -9.91141 -0.96873 -3.40559 -0.027 0.012 -0.011
C -9.03761 0.09952 -3.22974 0.008 0.009 0.005
C -9.51666 1.39785 -3.20233 0.037 -0.036 0.015
C -10.87706 1.63866 -3.35462 -0.028 0.024 0.012
C -11.75544 0.56902 -3.53669 -0.028 0.025 -0.013
C -11.26763 -0.73245 -3.55797 0.038 -0.034 0.009
C -13.21907 0.79379 -3.71939 0.025 0.039 0.007
O -13.98552 -0.13426 -3.86018 -0.009 -0.014 -0.001
C -13.70469 2.20507 -3.72483 0.029 -0.027 0.009
C -15.05693 2.44827 -3.93280 -0.039 0.032 0.001
C -15.53291 3.74805 -3.93347 0.000 -0.008 -0.001
C -14.66170 4.81118 -3.72199 0.009 0.001 0.003
C -13.31360 4.57487 -3.51517 -0.039 0.032 -0.005
C -12.82912 3.27243 -3.51929 0.034 -0.023 -0.004
C -11.36931 3.04569 -3.30826 -0.036 -0.034 -0.012
O -10.61229 3.97123 -3.10829 0.014 0.013 -0.002
H -9.53327 -1.98113 -3.40884 -0.002 0.007 0.008
H -7.97818 -0.08714 -3.11046 0.001 -0.006 0.003
H -8.85232 2.23961 -3.06251 -0.016 0.017 0.001
H -11.96517 -1.54781 -3.69399 -0.018 0.013 -0.014
H -15.71878 1.60815 -4.09202 0.015 -0.018 0.004
H -16.58560 3.93602 -4.09880 -0.002 0.004 0.003
H -15.03726 5.82597 -3.72002 -0.004 0.001 -0.003
H -12.62001 5.38790 -3.35055 0.019 -0.012 -0.001
```
Positions in Å, forces in eV/Å.

Summary:
lowest unoccupied orbital energy = -4.4376 eV
net charge = +1